A molecular structure, C25H22Cl2IrO8P2S9. Source: OMol25; level of theory: ωB97M-V/def2-TZVPD.

The geometry in XYZ format:
```
69
Properties=species:S:1:pos:R:3:forces:R:3
Ir -0.16726 -0.68961 -0.25746 0.5 -0.2 0.1
Cl -1.45977 1.05909 1.40999 -0.3 0.3 0.4
C -1.83035 2.37263 0.33980 0.0 -0.1 -0.1
C -2.12015 3.62431 0.85026 0.0 0.0 -0.1
C -2.43384 4.64421 -0.03545 0.0 0.0 0.0
C -2.45346 4.39761 -1.40100 0.0 0.0 0.1
C -2.15038 3.13691 -1.88146 0.0 -0.1 0.0
Cl -2.18289 2.85046 -3.58991 0.0 0.0 0.1
C -1.82368 2.08184 -1.02026 0.1 0.2 0.1
S -1.46214 0.51443 -1.71428 -0.5 0.2 0.1
H -2.10831 3.78812 1.91726 0.0 0.0 0.0
H -2.66283 5.63185 0.33833 0.0 0.0 0.0
H -2.70275 5.17867 -2.10385 0.0 0.0 0.0
C 2.19157 -2.36003 4.11676 0.0 0.0 0.0
C 1.29894 -1.53376 3.20960 0.0 0.1 -0.3
O 0.46418 -0.66023 3.98453 -0.2 -0.1 0.2
P 2.22427 -0.34289 2.17832 0.0 0.0 0.2
O 3.58291 -1.05011 1.85294 -0.1 0.2 0.2
O 2.63165 0.81366 3.18148 0.1 -0.1 -0.1
O 1.46636 0.19805 1.00645 0.1 -0.1 -0.3
P 0.29321 -2.58537 2.07437 0.2 -0.1 0.0
O 1.29702 -2.68625 0.79483 0.0 0.1 0.2
O -0.05405 -3.90459 2.60298 -0.1 0.1 0.1
O -0.76159 -1.56916 1.59634 0.0 -0.1 -0.1
H 2.72560 -1.71219 4.81159 0.0 0.0 0.0
H 2.91810 -2.92114 3.53241 0.0 0.0 0.0
H 1.57235 -3.06353 4.67173 0.0 0.0 0.0
H -0.46510 -0.83762 3.78336 0.1 0.1 -0.1
H 3.98165 -0.82970 0.99154 0.0 -0.1 -0.1
H 1.87727 1.08370 3.72188 -0.1 0.0 0.1
H 1.48520 -3.60445 0.56740 0.0 -0.1 -0.1
C 1.07135 -4.26255 -2.32919 -0.1 -0.1 -0.1
S -0.52139 -5.11215 -2.44495 0.0 0.0 0.1
C -1.50615 -3.81450 -3.11622 0.1 0.0 0.0
C -1.89873 -2.67645 -2.50422 0.0 0.1 -0.1
S -1.63857 -2.39685 -0.79525 -0.2 0.0 -0.2
S -2.96574 -1.66115 -3.46089 0.0 0.1 0.0
C -2.99074 -2.61072 -4.90197 0.0 -0.1 0.0
S -3.77408 -2.18244 -6.27583 0.0 0.0 0.0
S -2.07316 -4.06944 -4.73684 0.0 0.0 -0.1
H 1.70104 -4.89047 -1.69995 0.0 0.0 0.0
H 0.93816 -3.28678 -1.86823 0.0 0.0 0.0
H 1.53248 -4.15584 -3.30878 0.0 0.0 0.0
O 0.84894 -0.80151 -1.87444 -0.1 -0.8 -0.2
C 2.09458 -0.44764 -2.44740 0.2 0.5 0.1
C 3.33522 -0.91810 -1.70185 -0.2 -0.1 0.3
C 4.24052 -0.13567 -1.03828 0.2 0.0 -0.3
C 5.33473 -0.87257 -0.50713 0.0 -0.1 -0.1
C 5.20894 -2.21234 -0.73462 0.0 0.0 0.0
S 3.80258 -2.57225 -1.62311 0.0 0.0 0.1
C 2.01996 -1.07120 -3.82706 0.1 -0.2 -0.1
C 3.01059 -1.59308 -4.60660 -0.1 0.1 0.0
C 2.53917 -2.01875 -5.87898 0.0 0.0 0.0
C 1.20570 -1.79805 -6.03210 0.0 0.0 0.0
S 0.51148 -1.08148 -4.64790 -0.1 0.0 0.1
C 2.22395 1.06274 -2.61558 -0.1 0.0 -0.1
C 3.04114 1.69428 -3.50649 -0.1 0.0 0.0
C 3.02064 3.10504 -3.37109 0.0 0.0 0.1
C 2.18930 3.51324 -2.37225 0.0 0.0 0.0
S 1.42271 2.19413 -1.61097 0.1 0.0 0.1
H 4.15761 0.93836 -0.98352 0.0 0.1 0.0
H 6.17488 -0.42649 0.00190 0.0 0.0 0.1
H 5.88181 -3.00002 -0.44341 0.1 -0.1 0.0
H 4.04208 -1.66090 -4.30061 0.1 0.0 0.0
H 3.16605 -2.46454 -6.63467 0.0 0.0 0.0
H 0.58752 -2.02724 -6.88321 0.0 0.0 -0.1
H 3.64115 1.16474 -4.23067 0.0 0.0 -0.1
H 3.59211 3.77860 -3.98951 0.0 0.1 0.0
H 1.96713 4.51807 -2.05821 0.0 0.1 0.0
```
Positions in Å, forces in eV/Å.

Output
* HOMO energy (alpha / beta): -0.28654 / -0.28626 Ha
* charge: 0
* largest force on an atom: 0.015 hartree/bohr
* electronic energy: -6859.06347 hartree
* 2S+1: 2

Löwdin population analysis, charges in e, atoms 1 to 6: number 1, Ir, carries 1.01; number 2, Cl, carries 0.80; number 3, C, carries -0.63; number 4, C, carries -0.10; number 5, C, carries -0.07; number 6, C, carries -0.10